Entry 1:
C23H37N4O3PPdS3Se as an isolated structure in a non-equilibrium geometry. Source: the OMol25 dataset; level of theory: ωB97M-V/def2-TZVPD.

```
73
Properties=species:S:1:pos:R:3:forces:R:3
Pd 0.2862 -0.5779 -0.5372 -0.10 -0.32 0.13
C -1.0608 -0.8899 5.9449 0.18 -0.11 -0.05
C 0.2703 -1.4073 5.4022 0.04 0.24 0.25
N 0.1565 -1.9131 4.0531 0.08 0.18 0.08
C 0.0972 -3.3382 3.8606 -0.05 -0.36 -0.12
C -1.3139 -3.9178 3.9636 0.24 0.11 0.09
C -0.0927 -1.0345 3.0249 -0.14 -0.47 -0.42
S -0.6046 -1.7273 1.5538 -0.31 0.13 -0.42
N 0.0154 0.2332 3.3639 0.25 0.20 0.55
C 0.0491 1.2728 2.5086 0.19 -0.34 -0.45
O 0.1541 1.2640 1.2867 -0.23 0.50 0.59
C 0.0522 2.5964 3.2262 -0.09 0.34 -0.09
C 0.0871 2.6910 4.6128 -0.03 -0.06 -0.08
C 0.0772 3.9286 5.2289 0.00 0.16 0.14
C 0.0392 5.0859 4.4664 0.02 0.13 0.08
C 0.0125 4.9983 3.0827 0.01 0.19 0.02
C 0.0206 3.7616 2.4644 -0.01 -0.12 0.00
H -0.9415 -0.4960 6.9522 -0.01 0.07 0.17
H -1.7951 -1.6894 5.9616 -0.16 -0.11 0.07
H -1.4207 -0.1031 5.2895 -0.07 0.10 0.00
H 0.6445 -2.2196 6.0340 0.01 0.05 -0.06
H 1.0027 -0.5946 5.4137 -0.03 -0.09 0.05
H 0.7617 -3.8062 4.5978 -0.05 0.04 -0.05
H 0.4800 -3.5473 2.8589 0.04 -0.05 0.15
H -1.7169 -3.7983 4.9687 -0.06 -0.03 0.09
H -1.2908 -4.9779 3.7180 -0.09 -0.16 -0.03
H -1.9509 -3.3965 3.2525 -0.08 -0.06 -0.01
H 0.1224 1.7820 5.1924 -0.01 -0.10 0.02
H 0.0957 3.9977 6.3098 0.02 -0.02 0.05
H 0.0366 6.0559 4.9512 -0.02 0.00 -0.01
H -0.0184 5.9039 2.4896 0.00 0.00 -0.05
H -0.0032 3.6708 1.3872 -0.02 -0.07 -0.04
C 2.9751 0.9472 0.5553 -0.26 0.59 -0.11
N 2.9944 -0.4913 0.5426 -0.10 -0.50 0.36
C 4.0727 -1.3001 0.7875 0.35 -0.26 0.07
C 3.7189 -2.5637 0.4583 0.33 0.04 0.12
N 2.4161 -2.5114 0.0258 0.00 0.31 0.44
C 1.6740 -3.5506 -0.6307 -0.46 -0.21 -0.23
C 1.9853 -1.2330 0.0498 0.14 0.32 -1.13
Se 1.8107 -0.2816 -2.4457 0.05 0.01 -0.07
H 3.0448 1.3312 1.5783 -0.01 -0.06 -0.04
H 2.0218 1.2673 0.1015 0.62 -0.12 0.25
H 3.7915 1.3365 -0.0558 -0.01 -0.09 0.00
H 4.9989 -0.9192 1.1710 0.12 0.03 0.06
H 4.2782 -3.4797 0.5097 0.02 -0.05 0.01
H 1.8275 -4.5117 -0.1333 0.04 0.07 0.07
H 1.9779 -3.6148 -1.6809 -0.07 0.07 0.07
H 0.6072 -3.2764 -0.5919 0.48 -0.17 -0.03
C -6.0982 -2.0531 -2.2631 0.13 0.27 0.16
C -5.2456 -1.3623 -1.1918 -0.12 -0.45 0.11
C -4.2097 -2.3105 -0.6057 -0.09 0.19 0.09
O -4.6982 -0.1765 -1.7282 -0.04 0.26 -0.08
P -3.2670 0.1566 -2.4217 -0.44 -0.25 0.00
S -3.7357 1.6853 -3.5715 0.28 0.07 0.01
S -1.9160 0.3401 -0.9519 -0.69 0.44 -0.37
O -3.1067 -1.2333 -3.2663 -0.46 0.56 0.55
C -1.9469 -1.6419 -3.9789 0.46 -0.48 -0.46
C -1.1798 -0.4785 -4.5849 -0.23 0.04 0.00
C -1.0580 -2.5070 -3.0908 -0.15 0.37 0.22
H -6.6503 -2.8928 -1.8379 -0.02 -0.06 0.06
H -5.4570 -2.4115 -3.0642 0.10 -0.05 -0.07
H -6.8010 -1.3381 -2.6878 -0.08 0.03 -0.02
H -5.9158 -1.0100 -0.3871 0.19 -0.14 -0.16
H -3.5748 -2.6944 -1.3987 0.08 -0.08 -0.01
H -4.7049 -3.1428 -0.1051 -0.09 -0.08 0.04
H -3.5808 -1.7811 0.1062 0.09 -0.05 0.07
H -2.3649 -2.2698 -4.7906 0.15 0.19 0.19
H -0.5509 0.0005 -3.8363 0.10 0.02 0.04
H -1.8716 0.2625 -4.9788 -0.03 -0.04 -0.16
H -0.5348 -0.8360 -5.3842 0.17 -0.09 -0.04
H -0.6256 -1.8899 -2.2743 -0.21 -0.50 -0.63
H -0.2435 -2.9042 -3.6917 0.22 -0.03 0.02
H -1.6231 -3.3342 -2.6564 -0.11 -0.08 -0.01
```
Forces are in eV/Å.

Energy above the lowest of the compared OMol25 structures with the same formula, charge and spin, kJ/mol: 70.3
Maximum force, eV Å⁻¹: 1.2
HOMO, eV: -0.22
Total charge: -2
Frontier orbital gap, Ha: 0.169
Multiplicity: 1



Entry 2:
C23H38B2BeN2O21 as an isolated structure in a non-equilibrium geometry. Source: the OMol25 dataset; level of theory: ωB97M-V/def2-TZVPD.

```
87
Properties=species:S:1:pos:R:3:forces:R:3
Be -5.9760 15.0661 2.5741 0.21 -0.07 0.38
O -7.0659 12.2387 -6.2377 -0.22 -0.39 5.34
C -7.1086 12.2460 -4.9703 0.78 0.64 -5.34
O -7.0267 13.3645 -4.2514 -0.52 0.12 -0.60
B -7.3959 13.0987 -2.8947 -0.26 -1.30 -1.41
O -7.4545 11.6232 -2.7950 -0.01 -0.82 -0.06
C -7.1813 11.0597 -3.9877 -0.43 -1.32 -1.10
O -7.0629 9.8897 -4.3123 -0.25 2.37 1.40
O -8.6643 13.7651 -2.4843 0.25 -0.16 0.76
C -8.4550 14.3488 -1.3342 -0.99 1.66 0.59
O -9.2628 14.9856 -0.6612 1.13 -1.32 -0.92
C -6.9356 14.2485 -1.0174 1.92 0.58 3.16
O -6.3695 13.5805 -2.0121 0.41 1.65 2.83
O -6.3767 14.6867 0.0526 -1.52 -1.71 -3.88
O -6.7080 10.7906 9.4944 2.40 2.05 -2.57
C -5.8310 11.2611 8.7637 -1.03 -0.80 0.99
O -5.8429 12.3655 7.9297 -0.93 -1.51 1.53
B -4.5188 12.5598 7.3457 -0.68 0.37 0.54
O -3.7510 11.3917 7.7123 1.00 0.49 -0.78
C -4.3931 10.6316 8.5581 -0.50 -2.95 1.63
O -4.0065 9.5691 9.0452 -0.85 2.81 -1.19
O -3.9427 13.8207 7.8445 0.53 1.98 -0.07
C -3.8725 14.7604 6.9026 1.83 1.38 -0.47
O -3.4652 15.9347 6.9085 -1.39 -3.18 0.77
C -4.2562 14.0619 5.5703 -1.25 0.33 0.06
O -4.6788 12.8333 5.9074 0.64 0.82 -2.23
O -4.2909 14.6478 4.4887 -0.13 -1.37 1.11
C -8.9357 18.2721 0.0423 -1.93 0.59 0.32
C -8.4473 17.8697 1.4145 0.92 -0.74 -0.04
C -9.4038 18.2189 2.5958 0.48 0.20 -1.51
O -8.0940 16.4594 1.3919 0.57 0.91 1.38
H -9.9421 17.8576 -0.0158 -0.01 -0.73 -0.68
H -8.3328 18.0481 -0.8377 0.10 -0.37 0.43
H -9.2382 19.3173 -0.0213 0.65 0.42 0.26
H -7.4706 18.3388 1.5333 0.04 0.23 0.44
H -10.3241 17.6455 2.4846 0.07 -0.21 0.27
H -9.6917 19.2654 2.4953 0.05 0.12 0.14
H -8.9310 18.0786 3.5679 -0.22 -0.17 -0.09
H -8.7039 15.9288 0.8741 -0.28 -0.20 -0.61
C -2.3159 15.0750 2.0572 -0.42 2.15 0.20
O -3.6383 14.6289 1.6889 1.43 -0.80 0.00
C -3.5922 13.3085 1.1521 -1.49 -0.56 0.16
C -4.0184 12.2964 2.2271 -0.13 0.75 -2.36
N -5.4712 12.4598 2.5700 0.53 1.31 -0.42
C -6.4046 11.8809 1.5641 -0.14 0.09 -0.05
C -7.8934 12.2811 1.7186 -0.18 0.95 1.35
O -8.1511 13.6555 2.1791 2.28 -0.59 -0.68
C -9.4973 13.8474 2.4552 -1.15 0.02 0.54
H -1.8087 15.4996 1.1908 0.06 -0.52 -0.41
H -1.6120 14.4639 2.6222 -0.63 -0.93 -0.17
H -2.4362 15.9591 2.6833 -0.37 -0.08 0.22
H -2.6546 12.9211 0.7534 0.51 0.83 0.16
H -4.2864 13.3010 0.3118 -0.12 0.00 -0.01
H -3.2386 12.4358 2.9759 -0.95 -0.30 0.91
H -3.8333 11.3699 1.6836 -0.20 -0.67 0.52
H -5.5928 11.9271 3.4195 -0.33 0.38 0.52
H -6.3320 10.8004 1.6881 -0.38 -0.21 -0.26
H -6.1523 12.0789 0.5224 0.67 0.32 0.29
H -8.3474 11.6653 2.4950 -0.14 -0.32 -0.08
H -8.4461 12.1584 0.7872 0.15 -0.28 -0.12
H -9.8245 13.1389 3.2162 -0.14 -0.23 0.13
H -10.1422 13.7255 1.5849 0.11 -0.08 -0.28
H -9.6942 14.8416 2.8564 0.47 0.10 -0.10
C -7.7953 13.8484 5.4620 0.62 -0.49 -0.42
O -7.0702 14.9253 4.8159 0.01 -1.62 -0.10
C -7.5446 16.1089 5.3318 -0.49 2.86 -0.12
C -6.4946 17.2195 5.3112 -1.64 -0.53 0.17
N -6.1644 17.4489 3.9011 1.62 -1.43 1.00
C -4.8852 18.1339 3.7997 0.60 0.01 -2.11
C -4.5762 18.2682 2.2732 -1.15 0.30 1.09
O -4.7316 17.0185 1.5893 0.57 -0.08 -0.63
C -4.3585 17.2335 0.1879 -0.23 0.44 0.29
H -8.8758 13.9875 5.4250 0.00 0.45 0.19
H -7.3833 13.7879 6.4694 -0.45 -0.25 0.10
H -7.6261 12.9063 4.9405 0.43 0.16 -0.07
H -7.9879 16.1388 6.3271 0.26 -1.03 0.32
H -8.3586 16.4350 4.6844 -0.33 0.14 -0.13
H -5.7205 17.0228 6.0530 0.77 -0.28 -0.87
H -6.9701 18.1128 5.7163 -0.26 0.23 0.08
H -6.8965 18.0350 3.5260 0.02 -0.02 -0.31
H -4.0262 17.6341 4.2474 -0.54 -0.71 0.32
H -4.9247 19.1030 4.2971 0.03 0.39 -0.29
H -3.6023 18.7433 2.1552 0.21 -0.34 -0.32
H -5.3369 18.9197 1.8432 0.05 0.46 -0.11
H -4.9471 18.0669 -0.1957 -0.14 0.15 0.05
H -4.5297 16.4124 -0.5081 -0.16 -0.45 0.87
H -3.3129 17.5338 0.1197 0.13 -0.11 0.20
```
Forces are in eV/Å.

Maximum force, eV Å⁻¹: 5.4
HOMO, eV: -9.80
Frontier orbital gap, Ha: 0.290
Multiplicity: 1



Entry 3:
A 4-piece molecular cluster, C23H38BN3O11P overall in a non-equilibrium geometry. Source: the OMol25 dataset; level of theory: ωB97M-V/def2-TZVPD.

```
77
Properties=species:S:1:pos:R:3:forces:R:3
C 3.6799 0.2937 2.6276 0.19 -0.03 -0.14
C 2.9582 0.5098 1.7022 -0.51 -0.19 0.42
N 1.8911 0.5619 0.8237 0.20 0.08 -0.22
C 1.8182 -0.4330 -0.1056 0.04 0.24 -0.24
O 2.7622 -1.3718 -0.0667 0.00 -0.17 -0.12
C 0.7742 -0.4780 -1.0114 0.03 -0.12 0.27
C 0.7443 -1.5654 -2.0402 0.39 -0.24 -0.49
O 0.4845 -0.9119 -3.2649 -0.33 0.13 0.13
O 0.6217 -1.8506 -4.3208 0.32 -0.08 -0.01
C -0.1919 0.5185 -0.9353 0.18 -0.20 0.29
C -1.3730 0.5021 -1.8673 -0.22 -0.12 -0.28
O -1.7168 1.4694 -2.4582 0.07 0.38 -0.13
O -2.0412 -0.6875 -1.9699 0.12 -0.09 0.36
C -2.7269 -1.0095 -0.7890 -0.20 -0.12 0.21
C -2.1295 -1.6308 0.2893 0.10 -0.07 0.10
C -2.9019 -1.8820 1.4163 0.33 0.19 -0.54
C -4.2395 -1.5158 1.3813 -0.03 -0.24 0.59
N -4.8364 -0.9478 0.3374 0.31 0.02 0.05
C -4.0754 -0.6940 -0.7181 -0.08 0.13 -0.42
C -0.0818 1.5675 -0.0121 -0.15 0.04 0.24
B -1.1781 2.7372 0.0048 -0.40 0.48 -0.25
N -2.5660 2.5394 0.3838 0.75 -0.53 0.22
O -0.7305 3.9571 -0.3567 0.22 -0.14 0.05
C 0.9728 1.5768 0.8820 -0.41 0.44 -0.86
P 1.2979 2.8588 2.2317 1.04 -0.85 1.99
O -0.1431 3.5286 2.5232 -0.13 0.08 -0.97
O 2.0608 4.0354 1.4653 -0.58 0.12 -0.50
H 4.3244 0.0955 3.4519 0.14 0.11 -0.02
H 3.6189 -1.0503 -0.3850 0.09 0.00 0.17
H 1.7022 -2.0796 -2.1153 0.07 0.02 0.17
H -0.0215 -2.3198 -1.8247 -0.13 0.09 0.04
H 0.1382 -2.6419 -4.0237 -0.31 -0.18 -0.06
H -1.0910 -1.9315 0.2881 0.05 0.03 -0.13
H -2.4094 -2.3404 2.2618 -0.38 -0.06 0.26
H -4.8538 -1.7015 2.2535 -0.14 0.02 -0.03
H -4.5397 -0.2263 -1.5788 -0.07 0.02 -0.02
H -2.7186 1.7666 1.0210 -0.27 -0.17 -0.25
H -3.1813 2.4418 -0.4151 -0.29 0.35 0.17
H -1.3390 4.6457 -0.0620 -0.08 0.07 -0.27
H -0.8490 2.8808 2.6418 -0.08 0.11 0.27
H 3.0161 3.8850 1.4687 0.09 0.24 -0.13
C -2.6719 0.1090 5.0982 -0.05 0.04 -0.20
C -3.0202 -1.2612 5.6618 0.39 0.27 0.26
C -3.0835 -1.2404 7.1798 -0.07 -0.12 0.02
O -2.0543 -2.2211 5.2233 -0.20 -0.08 -0.28
H -1.6888 0.4340 5.4520 -0.04 -0.02 0.12
H -2.6289 0.0697 4.0066 -0.07 -0.02 0.00
H -3.4078 0.8583 5.3919 0.02 0.02 0.00
H -3.9811 -1.5866 5.2612 0.06 -0.13 -0.07
H -2.1138 -0.9573 7.5982 -0.01 0.08 -0.03
H -3.3293 -2.2298 7.5640 -0.04 0.00 -0.02
H -3.8323 -0.5326 7.5364 0.01 0.01 0.01
H -1.1978 -1.9513 5.5713 0.00 -0.04 0.08
C -1.9787 -6.4357 -4.6627 -0.11 0.15 0.07
C -0.7511 -5.5889 -4.9503 0.02 -0.45 0.07
C 0.4545 -6.4461 -5.2957 0.13 0.15 0.01
O -0.4532 -4.7591 -3.8144 0.04 0.47 -0.02
H -1.7975 -7.0939 -3.8084 0.06 -0.06 -0.05
H -2.8318 -5.8040 -4.4142 0.00 0.01 -0.05
H -2.2412 -7.0518 -5.5222 0.01 -0.02 0.00
H -0.9621 -4.9057 -5.7731 0.02 0.13 0.09
H 0.7070 -7.1049 -4.4601 -0.08 -0.06 -0.02
H 1.3258 -5.8217 -5.4955 -0.02 0.01 -0.05
H 0.2604 -7.0624 -6.1730 -0.01 -0.02 0.01
H -0.2627 -5.3385 -3.0691 0.00 -0.05 -0.02
C 4.2107 6.8123 -1.5356 -0.18 0.00 0.07
C 4.8250 5.7745 -0.6119 0.18 0.09 -0.45
C 6.3081 5.5879 -0.8875 0.02 -0.13 0.14
O 4.1355 4.5238 -0.7547 -0.03 -0.11 0.38
H 4.3057 6.4979 -2.5784 0.09 0.02 0.00
H 3.1479 6.9313 -1.3251 0.01 0.01 0.04
H 4.6989 7.7801 -1.4220 0.02 0.00 -0.02
H 4.6816 6.0797 0.4261 -0.08 -0.10 0.03
H 6.4641 5.2385 -1.9115 -0.02 0.08 -0.04
H 6.7332 4.8390 -0.2180 0.00 0.03 0.03
H 6.8550 6.5214 -0.7555 0.00 0.01 -0.02
H 4.2444 4.2335 -1.6664 -0.01 0.03 -0.02
```
Forces are in eV/Å.

Maximum force, eV Å⁻¹: 2.4
HOMO, eV: -11.80
Total charge: +1
Frontier orbital gap, Ha: 0.258
Multiplicity: 1



Entry 4:
C23H38HoN5O2SSi3 as an isolated structure in a non-equilibrium geometry. Source: the OMol25 dataset; level of theory: ωB97M-V/def2-TZVPD.

```
73
Properties=species:S:1:pos:R:3:forces:R:3
Ho -0.9394 0.5790 0.3158 -1.27 -0.45 -0.24
N -3.8222 4.3668 0.3168 -0.03 -0.01 0.05
C -3.1441 3.2076 0.5854 -0.09 0.08 -0.08
S -2.8555 2.1708 -0.8132 0.34 -0.13 0.19
N -2.8292 2.9700 1.8159 0.06 -0.25 -0.07
N -2.2272 1.7246 1.9582 0.19 0.17 -0.10
C -1.9811 1.3189 3.1652 -0.09 0.06 0.15
C -1.4186 0.0412 3.4031 -0.08 -0.02 -0.37
C -0.7918 -0.3152 4.6835 -0.06 -0.26 0.12
C -0.9927 -1.7837 4.8932 0.04 0.02 -0.02
C -0.9729 -2.6063 3.8222 0.01 0.06 -0.11
C -1.0239 -2.0620 2.5027 -0.01 -0.09 0.19
N -1.3184 -0.7950 2.3201 0.29 0.26 -0.15
H -3.8102 4.7057 -0.6274 0.04 -0.01 -0.01
H -3.8489 5.0474 1.0577 0.00 0.01 0.00
H -2.1946 1.9781 4.0074 -0.05 -0.03 -0.01
H -1.2132 0.2808 5.5021 0.00 -0.02 0.01
H -1.0903 -2.1910 5.8920 0.01 0.04 0.02
H -0.9972 -3.6820 3.9427 -0.01 0.00 -0.01
H -0.9554 -2.6988 1.6289 0.01 0.01 0.00
C 1.0979 -2.8486 -0.8570 -0.02 -0.06 0.00
Si 1.9053 -1.1492 -0.7153 0.01 0.08 0.08
C 3.5741 -1.2619 -1.5720 0.03 -0.06 -0.03
C 2.2683 -1.0106 1.1318 0.00 0.00 0.09
C 0.8370 0.2286 -1.3592 0.02 0.12 0.21
Si 1.7743 1.8030 -1.6719 0.04 -0.06 -0.02
C 0.6661 3.3231 -1.6219 -0.09 0.12 0.05
C 3.1459 2.1763 -0.4256 0.02 0.03 0.03
C 2.6344 1.8439 -3.3475 -0.02 0.03 -0.06
Si -0.0998 -0.3104 -2.8335 0.03 -0.03 -0.01
C 0.8698 -1.2646 -4.1307 -0.08 -0.10 -0.07
C -1.0001 1.0277 -3.7884 -0.04 0.02 -0.07
C -1.5156 -1.4521 -2.2056 -0.12 -0.09 0.04
C -2.1269 -2.4248 -2.9921 0.05 0.03 -0.01
C -3.1652 -3.1868 -2.4844 -0.02 -0.03 -0.03
C -3.6000 -2.9616 -1.1885 0.00 0.04 0.07
C -2.9699 -1.9779 -0.4506 -0.03 -0.05 -0.06
N -1.9572 -1.2564 -0.9394 0.26 0.25 0.05
H 1.7855 -3.5849 -0.4318 0.00 -0.01 0.00
H 0.8737 -3.1599 -1.8769 0.00 -0.01 -0.03
H 0.1675 -2.9093 -0.2883 0.00 0.00 0.01
H 4.1475 -2.1033 -1.1742 0.00 -0.01 0.00
H 4.1684 -0.3594 -1.4241 0.02 0.02 -0.01
H 3.4613 -1.4109 -2.6474 0.00 -0.02 -0.02
H 2.8928 -1.8651 1.4099 0.01 0.00 0.01
H 1.3863 -1.0668 1.7784 -0.01 0.00 -0.04
H 2.8114 -0.1075 1.4100 0.03 0.01 -0.02
H 0.0179 3.3998 -0.7414 0.06 -0.04 0.03
H 0.0000 3.3899 -2.4833 0.01 -0.02 -0.03
H 1.3045 4.2119 -1.6152 -0.01 0.02 -0.05
H 2.7859 2.8088 0.3877 0.01 -0.01 0.02
H 3.9239 2.7403 -0.9469 0.00 0.03 0.01
H 3.6246 1.3047 0.0154 0.02 -0.03 -0.01
H 1.9483 1.6697 -4.1775 0.00 0.01 -0.03
H 3.4285 1.0972 -3.4099 0.01 -0.03 0.02
H 3.0891 2.8262 -3.5014 0.01 0.01 0.00
H 1.7447 -0.6777 -4.4159 0.00 0.03 -0.02
H 0.2711 -1.4157 -5.0330 0.00 -0.01 -0.01
H 1.2265 -2.2383 -3.7961 0.01 -0.01 0.02
H -0.3016 1.6646 -4.3343 0.02 0.00 -0.01
H -1.6230 1.6732 -3.1687 -0.01 -0.03 0.02
H -1.6441 0.5421 -4.5273 -0.02 0.03 -0.01
H -1.7763 -2.5864 -4.0037 0.01 0.00 0.00
H -3.6345 -3.9491 -3.0935 0.00 0.00 0.00
H -4.4111 -3.5277 -0.7533 0.00 0.00 -0.01
H -3.2725 -1.7519 0.5654 -0.01 -0.01 0.00
C 1.2627 -0.0243 5.8613 0.06 -0.01 0.03
O 0.6260 0.0156 4.6041 -0.03 0.04 0.01
C 0.7000 2.2084 2.6630 0.25 0.17 0.03
O 0.7627 1.7144 1.6419 0.24 0.18 0.32
H 1.2372 -1.0239 6.3082 -0.01 0.00 -0.02
H 0.7993 0.6824 6.5616 -0.01 0.00 0.00
H 2.3041 0.2584 5.7169 -0.01 0.01 -0.02
```
Forces are in eV/Å.

Maximum force, eV Å⁻¹: 1.4
HOMO (spin up / spin down), eV: -6.70 / -6.70
Frontier orbital gap (spin up / spin down), Ha: 0.239 / 0.240
Multiplicity: 5